1.
{"formula": "C29H42GeN5O4PdSe", "method": "ωB97M-V/def2-TZVPD", "largest_force_ev_per_a": 0.6, "total_charge": 3, "energy_ev": -171709.7175, "e_homo_ha": [-0.5587, -0.5863], "spin_multiplicity": 5, "homo_lumo_gap_ev": [7.53, 4.98], "species": ["Pd", "C", "O", "C", "C", "C", "C", "C", "C", "N", "C", "N", "C", "C", "C", "C", "C", "C", "O", "C", "N", "C", "C", "C", "C", "C", "C", "O", "C", "H", "H", "H", "H", "H", "H", "H", "H", "H", "H", "H", "H", "H", "H", "H", "H", "H", "H", "H", "H", "H", "H", "C", "N", "C", "N", "O", "H", "H", "H", "H", "H", "H", "C", "Ge", "C", "C", "C", "Se", "C", "H", "H", "H", "H", "H", "H", "H", "H", "H", "H", "H", "H", "H", "H"], "xyz": [[-0.14, -0.12, -0.08], [-7.88, -2.53, 1.15], [-6.72, -1.81, 0.65], [-6.87, -0.67, 0.02], [-8.10, -0.04, -0.26], [-8.09, 1.15, -0.91], [-6.87, 1.78, -1.30], [-5.66, 1.19, -1.06], [-5.63, -0.06, -0.41], [-4.49, -0.72, -0.11], [-3.16, -0.41, -0.48], [-3.02, -0.14, -1.82], [-1.94, 0.38, -2.51], [-0.72, 0.70, -1.89], [0.22, 1.36, -2.65], [0.01, 1.74, -4.01], [-1.12, 1.36, -4.65], [-2.11, 0.64, -3.95], [-3.10, 0.27, -4.72], [-4.24, -0.57, -4.47], [-2.22, -0.51, 0.36], [-2.50, -0.66, 1.76], [-1.87, -1.69, 2.44], [-2.05, -1.84, 3.81], [-2.83, -0.92, 4.49], [-3.43, 0.14, 3.82], [-3.27, 0.28, 2.45], [-3.78, 1.31, 1.71], [-4.40, 2.39, 2.43], [-7.47, -3.41, 1.64], [-8.52, -2.81, 0.32], [-8.40, -1.90, 1.88], [-9.03, -0.50, 0.05], [-9.03, 1.65, -1.13], [-6.92, 2.76, -1.77], [-4.74, 1.70, -1.30], [-4.55, -1.44, 0.61], [-3.85, -0.34, -2.35], [1.18, 1.63, -2.21], [0.78, 2.28, -4.54], [-1.30, 1.57, -5.69], [-4.69, -0.73, -5.44], [-4.97, -0.05, -3.84], [-3.93, -1.53, -4.05], [-1.24, -2.38, 1.88], [-1.57, -2.65, 4.34], [-2.97, -1.02, 5.55], [-4.01, 0.85, 4.38], [-4.67, 3.12, 1.68], [-3.69, 2.83, 3.13], [-5.29, 2.05, 2.96], [1.83, 2.26, 4.70], [1.75, 1.31, 3.61], [1.12, 1.51, 2.45], [0.42, 2.66, 2.29], [1.16, 0.64, 1.54], [2.31, 1.78, 5.55], [0.84, 2.59, 5.01], [2.44, 3.13, 4.43], [2.27, 0.45, 3.66], [0.60, 3.44, 2.90], [0.17, 2.89, 1.34], [-0.50, -6.92, -0.41], [0.16, -5.40, -1.43], [-1.00, -4.94, -2.94], [2.02, -5.58, -1.98], [0.03, -3.82, -0.20], [0.82, -2.22, -1.01], [2.50, -2.19, -0.03], [-0.45, -7.83, -1.01], [-1.53, -6.77, -0.10], [0.11, -7.08, 0.48], [-0.87, -5.65, -3.76], [-0.75, -3.95, -3.32], [-2.05, -4.96, -2.64], [2.14, -6.44, -2.63], [2.67, -5.73, -1.11], [2.36, -4.70, -2.53], [0.55, -3.97, 0.75], [-1.01, -3.58, 0.01], [3.13, -2.98, -0.44], [2.31, -2.34, 1.02], [2.97, -1.22, -0.20]], "lowdin_charge": [0.7722, 0.0419, -0.0118, -0.1736, 0.0370, 0.0224, 0.0063, -0.0064, -0.1114, 0.1988, -0.2937, 0.1751, -0.1269, -0.1965, -0.0496, 0.0016, 0.0383, -0.1427, 0.0224, 0.0123, 0.0817, -0.2044, -0.0169, -0.0487, -0.0355, 0.0093, -0.2304, -0.0998, -0.0330, 0.1113, 0.1156, 0.1157, 0.1330, 0.1395, 0.1345, 0.1289, 0.1747, 0.0931, 0.1136, 0.1359, 0.1475, 0.1238, 0.0971, 0.1167, 0.0921, 0.1201, 0.1253, 0.1178, 0.0973, 0.1069, 0.1023, -0.0454, 0.0439, -0.5901, 0.1966, -0.1214, 0.0996, 0.0923, 0.0998, 0.1540, 0.1034, 0.1078, -0.2053, 0.7578, -0.2161, -0.2107, -0.5519, 0.9561, -0.3238, 0.0350, 0.0247, 0.0306, 0.0330, 0.0030, 0.0186, 0.0359, 0.0314, 0.0184, 0.0296, 0.0002, 0.0379, 0.0395, 0.0348]}

2.
{"formula": "C4H7N6O4", "method": "ωB97M-V/def2-TZVPD", "largest_force_ev_per_a": 3.9, "total_charge": 1, "energy_ev": -21375.2989, "smiles": "O=NN([O-])C1=[NH+]CCN/C1=N/[N+](=O)O", "e_homo_ha": [-0.4773, -0.4544], "homo_lumo_gap_ev": [7.17, 6.72], "species": ["O", "N", "N", "O", "C", "N", "C", "C", "N", "C", "N", "N", "O", "O", "H", "H", "H", "H", "H", "H", "H"], "xyz": [[2.56, -3.14, -0.24], [1.54, -2.62, -0.31], [1.69, -1.09, 0.09], [2.81, -0.69, 0.46], [0.47, -0.53, 0.21], [-0.53, -1.48, 0.34], [-1.88, -1.38, -0.29], [-2.43, -0.07, 0.23], [-1.35, 1.00, 0.00], [-0.03, 0.83, 0.17], [0.52, 2.05, 0.22], [1.68, 2.34, -0.23], [2.32, 1.78, -1.06], [2.07, 3.53, 0.32], [-0.27, -2.44, 0.54], [-2.49, -2.33, -0.02], [-1.98, -1.45, -1.39], [-3.31, 0.16, -0.54], [-2.92, 0.05, 1.21], [-1.58, 1.95, 0.14], [3.10, 3.52, 0.15]], "lowdin_charge": [0.1742, 0.0740, -0.1585, 0.0527, -0.1426, 0.0417, -0.1467, -0.1040, 0.1340, -0.1483, 0.1729, -0.3273, 0.1644, 0.1403, 0.1299, 0.1621, 0.1306, 0.1636, 0.1346, 0.1406, 0.2118]}

3.
{"formula": "C2H4NP", "method": "ωB97M-V/def2-TZVPD", "largest_force_ev_per_a": 4.4, "energy_ev": -12913.5966, "e_homo_ha": -0.3944, "homo_lumo_gap_ev": 8.47, "species": ["C", "C", "N", "P", "H", "H", "H", "H"], "xyz": [[-0.78, -1.68, -1.29], [0.56, 1.06, 0.33], [-1.08, -2.05, -2.33], [0.29, -0.71, 1.03], [-0.03, 1.64, 0.94], [0.27, 0.92, -0.64], [1.63, 1.08, 0.45], [-0.86, -0.25, 1.52]], "lowdin_charge": [-0.3438, -0.3239, -0.0913, 0.9410, -0.0022, -0.0219, 0.0114, -0.1694]}

4.
{"formula": "C5H9NO", "method": "ωB97M-V/def2-TZVPD", "largest_force_ev_per_a": 0.8, "energy_ev": -8864.5453, "e_homo_ha": -0.3044, "homo_lumo_gap_ev": 8.93, "species": ["C", "C", "C", "N", "C", "C", "O", "H", "H", "H", "H", "H", "H", "H", "H", "H"], "xyz": [[-0.25, -1.95, -0.69], [-0.04, -0.45, -0.71], [-1.06, 0.54, -0.17], [-0.12, 1.66, -0.09], [0.36, 1.68, 1.18], [1.20, 0.16, -0.06], [2.37, 0.19, -0.25], [-0.34, -2.37, 0.32], [0.54, -2.48, -1.23], [-1.19, -2.16, -1.22], [0.13, -0.14, -1.75], [-1.90, 0.71, -0.85], [-1.46, 0.21, 0.80], [0.87, 0.43, 1.33], [1.23, 2.31, 1.34], [-0.33, 1.66, 2.04]], "lowdin_charge": [-0.0467, -0.3138, -0.2080, -0.0922, -0.1664, -0.2996, 0.1279, 0.0818, 0.0830, 0.0845, 0.1539, 0.1151, 0.1154, 0.1572, 0.1083, 0.0996]}

5.
{"formula": "C7H14N2O", "method": "ωB97M-V/def2-TZVPD", "largest_force_ev_per_a": 0.6, "energy_ev": -12511.3573, "e_homo_ha": -0.3291, "homo_lumo_gap_ev": 8.66, "species": ["C", "C", "C", "C", "C", "C", "N", "C", "N", "O", "H", "H", "H", "H", "H", "H", "H", "H", "H", "H", "H", "H", "H", "H"], "xyz": [[-0.20, -0.07, -2.00], [0.76, 0.41, 1.86], [0.98, 0.65, -1.80], [-1.49, 0.67, -2.30], [-0.52, 0.81, 2.60], [1.32, -0.93, 2.34], [0.58, 0.45, 0.39], [-0.25, -0.38, -0.15], [-0.04, -1.40, -2.55], [-1.01, -1.27, 0.11], [1.51, 1.18, 2.05], [-0.24, -1.40, -3.54], [-0.69, -2.03, -2.09], [1.93, 0.13, -1.85], [0.99, 1.72, -1.68], [-2.34, 0.07, -1.96], [-1.53, 1.64, -1.81], [-1.60, 0.82, -3.38], [-1.30, 0.06, 2.45], [-0.33, 0.90, 3.67], [-0.89, 1.77, 2.24], [1.55, -0.88, 3.41], [0.59, -1.73, 2.19], [2.23, -1.19, 1.80]], "lowdin_charge": [-0.5209, -0.4326, 0.1651, -0.0401, -0.0687, -0.0685, 0.0706, -0.4477, 0.0668, 0.1118, 0.1254, 0.0797, 0.0737, 0.0998, 0.0937, 0.0823, 0.0848, 0.0795, 0.0736, 0.0745, 0.0742, 0.0746, 0.0731, 0.0754]}

6.
{"formula": "C8H15INO2", "method": "ωB97M-V/def2-TZVPD", "largest_force_ev_per_a": 4.3, "total_charge": 1, "energy_ev": -22215.3030, "e_homo_ha": -0.4772, "homo_lumo_gap_ev": 10.06, "species": ["C", "C", "C", "C", "C", "C", "C", "C", "N", "O", "O", "I", "H", "H", "H", "H", "H", "H", "H", "H", "H", "H", "H", "H", "H", "H", "H"], "xyz": [[-3.50, 1.70, -0.88], [-3.99, 0.94, 0.11], [-3.00, 1.60, 1.12], [2.24, -1.17, -1.49], [2.88, -0.87, 0.93], [1.19, -2.58, 0.35], [1.04, 1.14, -0.19], [1.75, -1.17, -0.04], [-2.57, 2.48, -0.02], [0.08, 1.89, -0.29], [0.76, -0.14, 0.06], [-5.29, -0.75, -0.01], [-3.51, 1.95, -1.87], [-3.48, 1.90, 2.07], [-2.34, 0.77, 1.46], [2.96, -0.50, -1.73], [2.59, -2.21, -1.88], [1.42, -1.00, -2.11], [2.67, -1.03, 2.03], [3.15, 0.10, 0.75], [3.84, -1.56, 0.75], [0.97, -2.51, 1.44], [0.32, -2.77, -0.37], [2.10, -3.30, 0.34], [2.04, 1.39, -0.39], [-2.89, 3.42, -0.02], [-1.46, 2.26, -0.11]], "lowdin_charge": [-0.0832, -0.6497, -0.1042, -0.0178, -0.0375, -0.0192, -0.2295, -0.6090, 0.0812, 0.0447, 0.0314, 0.8859, 0.0991, 0.1365, 0.1371, 0.0516, 0.1418, 0.0640, 0.1154, 0.0261, 0.1506, 0.0872, 0.1122, 0.1236, 0.1460, 0.1621, 0.1537]}

7.
{"formula": "C6H13NO3S3", "method": "ωB97M-V/def2-TZVPD", "largest_force_ev_per_a": 5.3, "energy_ev": -46567.2910, "smiles": "CC(C)=CNCS(=O)(=O)O.S=CS", "e_homo_ha": -0.3050, "homo_lumo_gap_ev": 7.87, "species": ["C", "C", "C", "C", "N", "C", "S", "O", "O", "O", "H", "H", "H", "H", "H", "H", "H", "H", "H", "H", "H", "S", "C", "S", "H", "H"], "xyz": [[-1.69, 0.38, 2.26], [-0.68, 0.00, 1.20], [0.64, -0.58, 1.66], [-0.94, 0.00, -0.11], [-0.07, -0.39, -1.15], [-0.01, 0.60, -2.13], [1.17, 1.87, -1.70], [2.46, 1.53, -1.16], [0.40, 2.75, -0.79], [1.38, 2.55, -3.18], [-1.49, -0.29, 3.14], [-1.40, 1.38, 2.69], [-2.72, 0.40, 1.77], [1.20, 0.13, 2.27], [1.22, -0.92, 0.93], [0.23, -1.38, 2.28], [-1.91, 0.35, -0.41], [0.84, -0.65, -0.83], [-0.80, 1.32, -1.96], [0.04, 0.49, -3.17], [1.62, 3.62, -3.05], [2.47, -1.62, -4.37], [2.10, -1.56, -2.83], [1.30, -2.81, -2.00], [2.48, -0.86, -2.26], [1.20, -3.50, -3.16]], "lowdin_charge": [-0.0594, -0.3325, -0.0281, -0.1298, -0.0837, -0.2885, 0.6432, -0.2820, -0.3236, -0.2432, 0.0817, 0.0928, 0.0960, 0.0977, 0.0123, 0.0921, 0.1228, 0.0335, 0.1011, 0.0938, 0.2050, 0.6570, -1.1632, 0.7842, -0.0783, -0.1008]}